A molecular structure, C45H37BF4N2O4P2S2Sc, computed with the ωB97M-V functional and the def2-TZVPD basis.

Results
LUMO = 1.41 eV
charge = -1
energy relative to the best compared isomer or geometry (same formula, charge and spin) = 0.703 eV

Last column: Löwdin charge in e.
CARTESIAN COORDINATES (ANGSTROEM)
1 Sc 0.95 1.44 0.38  0.884
2 S 1.38 0.61 3.76  0.304
3 P 0.62 -0.92 2.75  0.352
4 C 0.54 -0.74 1.07  -0.628
5 P -0.84 -0.98 0.16  0.400
6 S -1.76 0.77 -0.17  0.407
7 C -2.03 -2.29 0.64  -0.339
8 C -3.40 -2.06 0.68  -0.105
9 C -4.28 -3.10 0.95  -0.089
10 C -3.79 -4.39 1.16  -0.099
11 C -2.43 -4.62 1.12  -0.084
12 C -1.55 -3.58 0.86  -0.085
13 C -0.31 -1.67 -1.47  -0.292
14 C 1.01 -1.45 -1.89  -0.083
15 C 1.46 -1.93 -3.11  -0.094
16 C 0.60 -2.66 -3.93  -0.110
17 C -0.70 -2.91 -3.51  -0.100
18 C -1.14 -2.42 -2.29  -0.091
19 C 1.60 -2.42 3.18  -0.339
20 C 1.98 -3.30 2.17  -0.093
21 C 2.71 -4.44 2.48  -0.091
22 C 3.07 -4.71 3.79  -0.107
23 C 2.70 -3.82 4.80  -0.095
24 C 1.98 -2.68 4.49  -0.113
25 C -1.01 -1.26 3.52  -0.335
26 C -1.94 -0.21 3.50  -0.117
27 C -3.19 -0.37 4.07  -0.086
28 C -3.54 -1.57 4.67  -0.105
29 C -2.63 -2.62 4.69  -0.094
30 C -1.37 -2.46 4.12  -0.086
31 H -3.76 -1.05 0.52  0.071
32 H -5.34 -2.91 1.00  0.097
33 H -4.48 -5.20 1.37  0.095
34 H -2.04 -5.62 1.30  0.100
35 H -0.48 -3.77 0.83  0.101
36 H 1.69 -0.92 -1.23  0.085
37 H 2.49 -1.75 -3.40  0.109
38 H 0.96 -3.05 -4.87  0.095
39 H -1.36 -3.50 -4.13  0.098
40 H -2.16 -2.64 -1.97  0.101
41 H 1.72 -3.05 1.15  0.084
42 H 3.01 -5.12 1.68  0.096
43 H 3.64 -5.60 4.03  0.092
44 H 3.00 -4.02 5.82  0.095
45 H 1.72 -1.97 5.27  0.091
46 H -1.67 0.73 3.04  0.083
47 H -3.89 0.45 4.04  0.100
48 H -4.52 -1.70 5.11  0.093
49 H -2.89 -3.56 5.15  0.096
50 H -0.67 -3.29 4.13  0.099
51 O 5.08 1.37 0.58  0.073
52 C 3.90 1.60 0.76  -0.564
53 O 2.91 1.07 0.13  -0.122
54 C 3.47 2.64 1.77  -0.197
55 C 4.37 3.31 2.58  0.011
56 C 3.87 4.23 3.48  -0.048
57 C 2.51 4.47 3.53  -0.039
58 C 1.68 3.76 2.68  -0.148
59 N 2.15 2.86 1.82  0.003
60 H 5.42 3.07 2.48  0.119
61 H 4.55 4.77 4.13  0.104
62 H 2.08 5.19 4.21  0.108
63 H 0.61 3.92 2.68  0.125
64 C -3.93 -1.07 -3.75  -0.073
65 O -2.76 -0.32 -4.01  -0.111
66 C -2.70 0.94 -3.49  -0.255
67 C -3.78 1.62 -2.96  -0.047
68 C -3.60 2.90 -2.47  -0.080
69 C -2.36 3.52 -2.53  -0.063
70 C -1.27 2.84 -3.08  -0.001
71 C -1.44 1.55 -3.54  -0.152
72 N -0.44 0.77 -4.17  0.167
73 C 0.84 0.97 -4.43  0.004
74 C 1.78 1.86 -3.89  -0.127
75 C 2.86 2.25 -4.73  -0.052
76 C 3.81 3.13 -4.29  -0.095
77 C 3.72 3.63 -2.97  -0.043
78 C 2.75 3.22 -2.11  0.021
79 C 1.78 2.25 -2.51  -0.333
80 O 0.97 1.72 -1.69  -0.134
81 H -4.80 -0.64 -4.26  0.093
82 H -4.13 -1.11 -2.67  0.096
83 H -3.74 -2.07 -4.13  0.088
84 H -4.75 1.14 -2.89  0.104
85 H -4.44 3.42 -2.02  0.107
86 H -2.21 4.51 -2.14  0.107
87 H -0.32 3.34 -3.12  0.110
88 H -0.83 -0.06 -4.59  0.145
89 H 1.20 0.30 -5.21  0.140
90 H 2.89 1.86 -5.74  0.108
91 H 4.61 3.44 -4.94  0.095
92 H 4.45 4.35 -2.63  0.112
93 H 2.70 3.61 -1.10  0.112
94 F -0.78 5.52 0.73  0.144
95 B 0.18 4.89 -0.05  -1.224
96 F -0.05 5.07 -1.41  0.135
97 F 1.47 5.28 0.29  0.134
98 F 0.06 3.43 0.22  -0.026